# C6H10NO2

The ion C6H10NO2 with charge +1 at a distorted geometry (ωB97M-V with the def2-TZVPD basis set, the OMol25 dataset).

Positions of all 19 atoms, in Å:
C -0.5953 1.4656 -2.5246
C -0.2077 1.1670 -1.4136
C 0.3155 0.5915 -0.1360
N 1.6842 0.0156 -0.3179
C 2.5828 0.3640 0.7838
C -0.6701 -0.5826 0.2865
O -0.2581 -1.6824 0.0443
O -1.8311 -0.1794 0.6852
C -2.9649 -1.1004 0.8502
H -0.8705 1.9454 -3.3919
H 0.2518 1.5013 0.5888
H 2.1656 0.1252 -1.2470
H 1.5596 -0.9975 -0.1083
H 2.3705 -0.1567 1.7668
H 3.5300 0.1583 0.5489
H 2.5658 1.3524 0.9461
H -3.7506 -0.6259 0.2735
H -3.2513 -1.3054 1.9556
H -2.6260 -2.0559 0.4095

- DFT total energy: -439.50246 Ha
- Energy above the lowest of the compared OMol25 structures with the same formula, charge and spin: 161.6 kJ/mol
- Multiplicity: 1
- SMILES: C#C[C@H]([NH2+]C)C(=O)OC
- Kohn-Sham gap: 11.2562 eV
- Highest occupied orbital energy: -14.374 eV
- Total charge: +1